Arrangement P

ORCA calculation (ωB97M-V/def2-TZVPD) on 29 unconnected molecules or ions with the total composition H58O29.

The calculation puts the HOMO-LUMO gap at 10.888 eV. Its HOMO energy is -10.723 eV. The molar mass comes out at 522.435 g/mol.

Structure (ORCA input):
```
! RIJCOSX wB97M-V def2-TZVPD def2/J DEFGRID3
* xyz 0 1
O -2.923 -1.509 5.026
H -2.927 -1.542 4.021
H -3.895 -1.397 5.211
O -4.512 -3.695 -2.603
H -4.868 -2.841 -2.902
H -3.941 -3.514 -1.826
O 0.996 -2.126 2.015
H 0.451 -2.894 2.309
H 0.620 -1.363 2.580
O -1.192 0.652 5.496
H -1.856 0.036 5.814
H -0.791 0.999 6.268
O 1.187 3.283 -2.518
H 0.405 3.611 -2.026
H 1.003 2.318 -2.507
O 2.333 0.388 -4.659
H 2.069 0.467 -3.737
H 2.065 1.209 -5.082
O -1.403 -4.784 -0.654
H -1.095 -3.961 -1.127
H -2.176 -5.226 -1.012
O 1.723 -1.427 -0.738
H 2.662 -1.749 -0.818
H 1.379 -1.862 0.073
O -1.602 -1.038 0.436
H -0.968 -1.132 -0.298
H -1.718 -1.995 0.731
O 1.323 2.763 2.983
H 1.264 3.651 2.580
H 2.261 2.490 2.874
O -0.221 -0.424 -5.523
H 0.749 -0.383 -5.165
H -0.115 -0.320 -6.478
O -4.357 -2.490 2.105
H -4.088 -1.563 2.271
H -5.021 -2.708 2.755
O -2.856 3.034 2.188
H -2.735 3.155 1.212
H -3.380 3.782 2.416
O 2.874 1.816 -0.927
H 2.102 1.319 -0.648
H 2.543 2.691 -1.229
O -1.334 3.080 -0.600
H -0.795 2.356 -0.192
H -1.868 2.601 -1.292
O -2.342 0.247 -1.884
H -2.421 -0.066 -0.943
H -2.399 -0.473 -2.510
O -1.806 -1.891 -3.879
H -1.189 -1.467 -4.492
H -2.244 -2.604 -4.387
O 0.406 0.130 3.411
H 0.712 1.083 3.340
H -0.194 0.170 4.211
O 0.243 1.338 0.813
H -0.267 0.717 1.313
H 0.691 1.872 1.460
O 5.485 0.426 -0.519
H 4.764 0.945 -0.980
H 5.468 0.658 0.399
O -2.988 -0.224 2.575
H -2.718 0.677 2.769
H -2.474 -0.271 1.750
O -0.371 -2.442 -1.634
H 0.559 -2.124 -1.651
H -0.697 -2.204 -2.510
O 0.345 0.493 -2.151
H -0.551 0.411 -1.795
H 0.979 0.043 -1.530
O 3.741 -0.584 2.436
H 3.002 -0.991 2.980
H 3.948 -1.166 1.676
O 3.959 2.266 1.993
H 3.817 1.307 1.958
H 3.943 2.618 1.109
O 0.443 4.944 1.408
H 0.364 5.708 1.978
H -0.431 4.712 1.020
O -1.651 -3.523 1.572
H -2.567 -3.638 1.847
H -1.545 -3.989 0.714
O 4.261 -2.162 -0.671
H 4.912 -1.417 -0.565
H 4.864 -2.951 -0.833
O 1.289 3.015 -5.683
H 2.023 3.382 -6.177
H 1.264 3.267 -4.741
*
```

---

Arrangement Q

ORCA calculation (ωB97M-V/def2-TZVPD) on 29 unconnected molecules or ions with the total composition H58O29.

The calculation puts the HOMO-LUMO gap at 8.441 eV. Its HOMO energy is -9.660 eV. The molar mass comes out at 522.435 g/mol.

Structure (ORCA input):
```
! RIJCOSX wB97M-V def2-TZVPD def2/J DEFGRID3
* xyz 0 1
O 4.743 0.595 0.882
H 4.181 1.152 1.420
H 4.189 -0.149 0.645
O 5.383 3.075 -0.206
H 5.447 3.300 0.722
H 5.136 2.151 -0.212
O 3.756 2.581 2.522
H 4.022 3.496 2.435
H 3.542 2.480 3.450
O -1.043 -0.695 1.647
H -1.991 -0.568 1.698
H -0.675 0.063 2.101
O -2.006 -1.011 -3.147
H -1.575 -1.709 -2.653
H -1.662 -0.202 -2.769
O 1.180 4.464 1.301
H 1.201 4.338 2.250
H 2.025 4.133 0.996
O 2.180 2.073 4.878
H 2.141 1.441 5.596
H 2.208 2.927 5.310
O -0.638 -0.118 5.199
H 0.113 0.475 5.208
H -1.391 0.445 5.378
O -3.600 -3.771 -1.913
H -3.047 -3.004 -1.768
H -4.495 -3.432 -1.878
O 0.407 0.491 -0.282
H 0.777 0.772 0.555
H -0.203 -0.210 -0.053
O 1.201 -2.538 4.308
H 1.035 -1.764 4.848
H 0.475 -3.129 4.506
O -1.081 2.998 0.438
H -0.589 3.780 0.689
H -0.464 2.483 -0.081
O 0.996 3.205 -3.741
H 1.133 4.020 -3.258
H 0.674 3.485 -4.598
O 3.674 -1.853 0.146
H 3.122 -1.683 -0.618
H 3.471 -2.755 0.392
O -4.346 -3.206 1.136
H -3.533 -3.578 0.795
H -4.605 -3.799 1.841
O -1.112 -4.908 -3.427
H -1.248 -4.074 -2.979
H -0.896 -5.524 -2.727
O -4.839 -0.896 -1.686
H -4.675 -0.931 -2.628
H -5.244 -0.040 -1.544
O -3.255 3.306 -2.701
H -2.502 2.715 -2.673
H -2.982 4.014 -3.286
O -0.819 1.569 -2.551
H -0.198 2.032 -3.114
H -0.279 0.960 -2.049
O -2.516 -2.142 4.107
H -3.037 -2.405 4.866
H -1.933 -1.460 4.441
O -0.578 -1.260 -5.561
H -1.001 -1.253 -4.702
H -0.890 -0.463 -5.990
O 4.630 2.790 -3.538
H 4.321 2.298 -2.778
H 5.281 2.219 -3.946
O 2.695 0.543 -2.868
H 2.136 -0.234 -2.879
H 2.677 0.864 -3.770
O -0.502 -3.270 1.070
H -1.130 -3.619 1.704
H -0.379 -2.357 1.331
O -3.593 2.382 1.529
H -3.841 1.461 1.459
H -2.654 2.393 1.344
O -3.770 -0.239 0.792
H -4.190 -1.081 0.970
H -3.589 -0.256 -0.148
O -0.761 -2.664 -1.615
H 0.074 -2.209 -1.725
H -0.612 -3.268 -0.888
O 0.926 0.968 2.369
H 1.067 0.181 2.895
H 1.371 1.663 2.854
O 2.038 -2.694 -1.827
H 1.632 -3.557 -1.746
H 2.709 -2.806 -2.500
*
```

---

Arrangement R

ORCA calculation (ωB97M-V/def2-TZVPD) on 29 unconnected molecules or ions with the total composition H58O29.

The calculation puts the HOMO-LUMO gap at 8.888 eV. Its HOMO energy is -9.768 eV. The molar mass comes out at 522.435 g/mol.

Structure (ORCA input):
```
! RIJCOSX wB97M-V def2-TZVPD def2/J DEFGRID3
* xyz 0 1
O -3.490 1.258 -5.089
H -4.002 2.035 -5.313
H -4.017 0.806 -4.429
O -4.791 -0.012 -2.995
H -4.944 -0.915 -3.274
H -5.630 0.427 -3.132
O 0.966 -0.575 4.541
H 0.740 -1.322 3.987
H 1.917 -0.498 4.463
O 0.947 3.598 -1.704
H 1.198 4.170 -2.429
H 1.203 2.721 -1.991
O -2.467 -0.184 1.784
H -2.142 -0.974 2.216
H -1.759 0.078 1.197
O 4.770 1.404 0.282
H 5.391 1.212 0.984
H 4.660 0.570 -0.175
O 3.502 -2.733 1.950
H 3.996 -2.070 2.434
H 3.388 -3.450 2.573
O 1.672 -1.796 0.259
H 2.329 -2.109 0.880
H 2.106 -1.841 -0.593
O 4.441 2.115 3.240
H 5.084 1.487 2.912
H 3.680 1.997 2.671
O -4.912 0.257 0.920
H -4.914 1.137 0.542
H -4.024 0.144 1.259
O -1.403 -2.594 2.600
H -0.560 -2.862 2.965
H -1.448 -3.034 1.751
O 1.955 1.256 -2.574
H 1.807 0.311 -2.568
H 2.834 1.359 -2.938
O 2.039 1.312 1.776
H 1.138 0.991 1.806
H 2.180 1.546 0.859
O 0.886 -3.606 3.871
H 0.726 -4.489 3.539
H 1.646 -3.698 4.445
O 3.591 -0.415 4.043
H 3.742 0.249 3.370
H 4.289 -0.273 4.682
O -3.052 2.599 -1.217
H -2.594 1.869 -1.633
H -2.402 2.990 -0.635
O -1.951 0.389 -2.466
H -2.890 0.411 -2.655
H -1.550 0.082 -3.279
O 2.278 4.584 0.263
H 1.584 4.390 -0.367
H 1.817 4.741 1.087
O -1.698 5.051 2.323
H -1.717 4.450 1.578
H -0.772 5.263 2.437
O 3.534 -3.473 -1.715
H 4.163 -3.880 -2.311
H 2.750 -4.017 -1.785
O -2.960 3.996 -4.172
H -3.763 3.868 -4.677
H -3.054 3.413 -3.420
O -5.630 2.806 -0.764
H -4.720 2.701 -1.040
H -5.672 3.693 -0.406
O -4.888 -2.706 1.184
H -4.702 -3.090 0.327
H -4.952 -1.766 1.018
O 2.932 -1.379 -3.987
H 2.977 -1.828 -3.143
H 3.362 -1.976 -4.600
O -0.835 3.108 0.465
H -0.141 3.164 -0.191
H -0.624 2.324 0.972
O -1.969 -4.507 0.060
H -2.466 -4.564 -0.757
H -2.634 -4.381 0.737
O 0.351 -5.992 0.382
H 0.445 -5.933 1.333
H -0.350 -5.376 0.172
O 4.521 -0.908 -1.378
H 4.282 -1.823 -1.525
H 5.471 -0.924 -1.261
O -0.450 0.125 0.063
H 0.267 -0.478 0.261
H -0.620 -0.003 -0.870
*
```

---

Most stable one: arrangement P, least stable one: arrangement R.

---

Arrangement P

ORCA calculation (ωB97M-V/def2-TZVPD) on a molecular structure, C40H43CsN8O3S2Si.

The calculation puts the HOMO-LUMO gap at 5.771 eV. Its HOMO energy is -1.904 eV. The molar mass comes out at 908.962 g/mol.

Structure (ORCA input):
```
! RIJCOSX wB97M-V def2-TZVPD def2/J DEFGRID3
* xyz -2 1
Cs 0.244 0.829 -1.325
N -0.620 -2.740 2.912
C -0.367 -2.144 1.720
N 0.605 -2.453 0.931
C 1.512 -3.412 1.324
N 2.541 -3.716 0.634
N 2.923 -2.879 -0.383
C 2.775 -3.085 -1.606
C 3.339 -2.051 -2.541
C 3.405 -2.318 -3.894
C 3.843 -1.311 -4.745
C 4.171 -0.081 -4.212
C 4.088 0.075 -2.838
N 3.703 -0.888 -2.004
C 1.282 -4.140 2.604
C 2.118 -5.162 3.048
C 1.883 -5.785 4.259
C 0.799 -5.376 5.042
C -0.032 -4.360 4.620
C 0.208 -3.740 3.388
H -1.366 -2.349 3.469
H -1.082 -1.366 1.450
H 2.232 -3.936 -2.042
H 3.090 -3.282 -4.257
H 3.888 -1.465 -5.820
H 4.453 0.744 -4.847
H 4.328 1.031 -2.381
H 2.962 -5.426 2.425
H 2.529 -6.589 4.604
H 0.602 -5.849 5.995
H -0.862 -4.033 5.227
O 0.749 0.280 -3.695
C 1.121 0.793 -4.777
C 1.077 0.005 -5.961
C 1.565 0.455 -7.164
C 2.109 1.738 -7.282
C 2.122 2.545 -6.156
C 1.631 2.123 -4.921
C 1.681 3.109 -3.840
N 1.085 2.973 -2.736
N 1.074 4.073 -1.903
C 0.918 3.847 -0.622
O 0.975 2.804 0.068
C 0.650 5.125 0.135
C 0.702 6.359 -0.503
C 0.450 7.523 0.196
C 0.149 7.464 1.553
C 0.074 6.240 2.192
C 0.317 5.068 1.477
H 0.682 -0.999 -5.845
H 1.522 -0.189 -8.040
H 2.495 2.089 -8.237
H 2.525 3.550 -6.223
H 2.195 4.061 -4.046
H 0.947 6.372 -1.551
H 0.509 8.483 -0.310
H -0.045 8.377 2.098
H -0.179 6.175 3.239
H 0.243 4.104 1.949
C -7.722 -2.367 1.302
Si -6.066 -1.456 1.637
C -5.347 -2.348 3.156
C -6.565 0.321 2.082
C -5.098 -1.532 0.032
C -5.528 -2.038 -1.182
C -4.714 -1.954 -2.312
C -3.480 -1.346 -2.166
N -3.018 -0.843 -1.025
C -3.809 -0.942 0.061
S -3.253 -0.314 1.555
H -8.333 -2.332 2.200
H -7.579 -3.418 1.055
H -8.279 -1.902 0.489
H -6.123 -2.449 3.918
H -4.504 -1.792 3.539
H -5.023 -3.351 2.907
H -7.307 0.330 2.885
H -7.006 0.822 1.214
H -5.693 0.884 2.376
H -6.507 -2.501 -1.252
H -5.027 -2.342 -3.273
H -2.810 -1.250 -3.018
C 2.635 1.850 4.551
C 1.622 2.316 3.514
S 1.179 0.984 2.319
O 1.133 -0.253 3.187
C 2.811 0.950 1.459
C 3.269 -0.476 1.309
H 2.669 2.548 5.388
H 3.643 1.776 4.148
H 2.355 0.870 4.931
H 1.964 3.170 2.937
H 0.685 2.603 3.986
H 3.507 1.577 2.002
H 2.644 1.447 0.505
H 3.401 -0.971 2.272
H 4.189 -0.517 0.726
H 2.549 -1.044 0.732
*
```

---

Arrangement Q

ORCA calculation (ωB97M-V/def2-TZVPD) on a molecular structure, C40H43CsN8O3S2Si.

The calculation puts the HOMO-LUMO gap at 5.231 eV. Its HOMO energy is -1.650 eV. The molar mass comes out at 908.962 g/mol.

Structure (ORCA input):
```
! RIJCOSX wB97M-V def2-TZVPD def2/J DEFGRID3
* xyz -2 1
Cs -1.013 -1.554 -0.096
N 0.163 1.905 3.472
C -0.122 1.111 2.458
N -0.901 0.082 2.463
C -1.517 -0.221 3.665
N -2.401 -1.171 3.874
N -2.884 -1.726 2.751
C -3.982 -2.374 2.785
C -4.507 -2.981 1.496
C -5.743 -3.666 1.502
C -6.413 -3.985 0.329
C -5.745 -3.671 -0.826
C -4.415 -3.174 -0.791
N -3.834 -2.822 0.335
C -1.170 0.573 4.861
C -1.602 0.304 6.159
C -1.345 1.059 7.289
C -0.331 2.022 7.115
C 0.269 2.281 5.903
C -0.263 1.594 4.724
H 0.926 2.567 3.286
H 0.483 1.436 1.586
H -4.561 -2.491 3.709
H -6.204 -3.878 2.428
H -7.414 -4.398 0.420
H -6.166 -3.873 -1.766
H -3.941 -2.974 -1.770
H -2.236 -0.524 6.389
H -1.766 0.844 8.249
H 0.144 2.494 7.984
H 1.099 2.980 5.735
O 0.735 1.211 -0.610
C 0.903 2.380 -1.019
C 0.216 2.865 -2.262
C 0.483 4.123 -2.808
C 1.381 4.997 -2.180
C 2.132 4.496 -1.040
C 1.942 3.288 -0.447
C 2.845 2.953 0.691
N 2.691 1.940 1.449
N 3.698 1.718 2.391
C 3.304 0.758 3.209
O 2.217 0.186 3.326
C 4.327 0.201 4.204
C 5.475 -0.486 3.730
C 6.326 -1.131 4.679
C 6.078 -1.073 6.042
C 4.918 -0.443 6.470
C 4.051 0.223 5.549
H -0.416 2.028 -2.653
H -0.031 4.570 -3.679
H 1.565 5.923 -2.641
H 2.862 5.226 -0.620
H 3.794 3.493 0.922
H 5.647 -0.493 2.640
H 7.298 -1.607 4.403
H 6.677 -1.601 6.879
H 4.663 -0.553 7.573
H 3.102 0.667 5.822
C -2.835 0.348 -7.460
Si -2.609 -0.913 -5.978
C -3.705 -2.404 -6.479
C -0.727 -1.161 -5.988
C -3.098 -0.044 -4.459
C -3.715 1.232 -4.432
C -4.041 1.820 -3.232
C -3.816 0.947 -2.066
N -3.225 -0.259 -2.069
C -2.949 -0.810 -3.260
S -2.383 -2.472 -3.334
H -2.597 -0.085 -8.418
H -2.026 1.171 -7.282
H -3.802 0.794 -7.525
H -4.772 -2.068 -6.364
H -3.544 -3.295 -5.834
H -3.609 -2.546 -7.603
H -0.301 -0.945 -6.977
H -0.468 -2.188 -5.590
H -0.344 -0.357 -5.330
H -3.788 1.710 -5.444
H -4.616 2.728 -3.111
H -4.025 1.309 -1.092
C 3.529 0.123 -3.532
C 2.259 -0.386 -2.789
S 2.547 -1.676 -1.570
O 3.335 -2.667 -2.372
C 3.712 -0.825 -0.494
C 4.246 -1.941 0.389
H 3.673 1.180 -3.372
H 3.480 -0.040 -4.628
H 4.406 -0.417 -3.262
H 1.622 -0.915 -3.458
H 1.655 0.446 -2.340
H 3.280 0.008 0.140
H 4.570 -0.398 -1.012
H 3.550 -2.135 1.162
H 5.180 -1.612 0.856
H 4.463 -2.884 -0.126
*
```

---

Most stable one: arrangement P, least stable one: arrangement Q.

---

Arrangement P

ORCA calculation (ωB97M-V/def2-TZVPD) on C7H9NO2Si in the gas phase.

The calculation puts the HOMO-LUMO gap at 9.505 eV. Its HOMO energy is -9.355 eV. The molar mass comes out at 167.240 g/mol.

Structure (ORCA input):
```
! RIJCOSX wB97M-V def2-TZVPD def2/J DEFGRID3
* xyz 0 1
O -3.183 1.774 0.626
N -3.050 0.771 -0.061
O -3.603 0.633 -1.139
Si -2.286 -0.744 0.669
C -0.880 -1.184 -0.551
C 0.402 -0.382 -0.191
C 0.551 0.965 -0.598
C 1.786 1.538 -0.489
C 2.902 0.781 -0.005
C 2.671 -0.456 0.585
C 1.415 -1.018 0.439
H -1.921 -0.134 2.109
H -3.401 -1.632 0.693
H -1.289 -1.001 -1.479
H -0.720 -2.328 -0.488
H -0.196 1.427 -1.253
H 1.980 2.649 -0.830
H 3.913 1.238 0.246
H 3.605 -0.902 1.034
H 1.304 -1.994 0.682
*
```

---

Arrangement Q

ORCA calculation (ωB97M-V/def2-TZVPD) on a molecular structure, C7H9NO2Si.

The calculation puts the HOMO-LUMO gap at 8.859 eV. Its HOMO energy is -9.139 eV. The molar mass comes out at 167.240 g/mol.

Structure (ORCA input):
```
! RIJCOSX wB97M-V def2-TZVPD def2/J DEFGRID3
* xyz 0 1
C -2.490 1.325 -0.327
C -2.205 0.822 0.998
C -1.790 0.793 -1.425
C -1.179 -0.085 1.181
C -0.712 0.030 -1.243
C -0.442 -0.466 0.063
C 0.716 -1.507 0.332
N 2.923 -0.121 -0.776
O 2.995 -1.099 -1.457
O 3.407 1.018 -0.986
Si 2.094 -0.349 0.817
H -3.361 2.112 -0.412
H -2.835 1.304 1.753
H -2.051 1.309 -2.359
H -1.017 -0.506 2.176
H -0.221 -0.369 -2.084
H 0.430 -2.206 1.054
H 0.908 -2.019 -0.574
H 3.163 -1.016 2.146
H 1.668 1.028 1.125
*
```

---

Most stable one: arrangement P, least stable one: arrangement Q.